No. 1
{
  "formula": "C5H10N3",
  "method": "wB97M-V/def2-TZVPD",
  "symbols": ["C", "C", "C", "C", "C", "N", "N", "N", "H", "H", "H", "H", "H", "H", "H", "H", "H", "H"],
  "xyz": [[-2.388, -0.849, 1.109], [1.781, -0.457, -0.130], [0.219, 1.474, 0.006], [-1.956, -0.679, -0.143], [1.129, 0.528, 0.497], [2.347, -1.442, 0.646], [-0.033, 1.773, -1.259], [-1.519, -0.572, -1.300], [-2.950, -1.795, 1.262], [-2.134, -0.078, 1.747], [1.898, -0.353, -1.210], [-0.396, 2.082, 0.727], [1.006, 0.172, 1.571], [3.130, -2.020, 0.350], [-0.673, 2.523, -1.467], [2.079, -1.293, 1.628], [-1.969, -0.185, -2.070], [0.429, 1.171, -1.963]],
  "e_lumo_ev": -4.68,
  "e_above_lowest_kcal_mol": 75.9,
  "fmax_ha_per_bohr": 0.0791,
  "homo_ev": -12.4,
  "homo_lumo_gap_ev": 7.718,
  "total_charge": 1
}

No. 2
{
  "formula": "C4H9NO3",
  "method": "wB97M-V/def2-TZVPD",
  "symbols": ["O", "C", "N", "C", "O", "C", "C", "O", "H", "H", "H", "H", "H", "H", "H", "H", "H"],
  "xyz": [[-0.085, -0.093, 2.616], [0.228, -0.099, 1.397], [1.244, 0.751, 1.168], [1.676, 0.752, -0.353], [0.953, 1.768, -1.043], [-0.340, -1.098, 0.388], [-1.698, -0.620, -0.159], [-1.730, -0.156, -1.535], [1.539, 1.459, 1.793], [1.725, -0.268, -0.928], [2.735, 1.148, -0.320], [0.119, 1.329, -1.212], [-0.481, -2.079, 0.806], [0.277, -1.378, -0.496], [-1.854, 0.469, 0.180], [-2.656, -1.019, -0.034], [-1.652, -0.865, -2.268]],
  "e_lumo_ev": 0.54,
  "e_above_lowest_kcal_mol": 72.2,
  "smiles": "O=C(CCO)NCO",
  "fmax_ha_per_bohr": 0.1481,
  "homo_ev": -9.5,
  "homo_lumo_gap_ev": 10.066
}